A structure of composition C18H28BN6O3OsP, computed with wB97M-V/def2-TZVPD.

XYZ file:
```
58
Properties=species:S:1:pos:R:3
Os -0.10 0.54 0.46
C -2.76 3.23 2.51
C -2.51 2.01 1.93
N -1.27 2.01 1.39
N -0.74 3.24 1.62
C -1.62 3.98 2.28
B 0.72 3.54 1.20
N 1.61 2.50 1.94
C 2.61 2.67 2.80
C 3.09 1.42 3.18
C 2.32 0.51 2.48
N 1.42 1.17 1.73
N 0.86 3.30 -0.32
C 1.28 4.13 -1.28
C 1.28 3.47 -2.49
C 0.83 2.19 -2.19
N 0.56 2.10 -0.88
H -3.66 3.54 3.03
H -3.13 1.13 1.88
H -1.38 5.00 2.56
H 1.03 4.65 1.50
H 2.94 3.65 3.09
H 3.90 1.21 3.87
H 2.35 -0.56 2.47
H 1.57 5.14 -1.03
H 1.57 3.85 -3.45
H 0.69 1.35 -2.85
C 1.14 -4.45 -0.77
C 2.14 -3.28 -0.84
C 3.30 -3.53 0.16
C 2.68 -3.11 -2.27
C 1.44 -2.07 -0.43
C 0.84 -1.03 -0.10
H 1.68 -5.37 -1.00
H 0.34 -4.33 -1.51
H 0.70 -4.55 0.22
H 3.84 -4.42 -0.17
H 2.93 -3.70 1.16
H 4.00 -2.69 0.17
H 3.11 -4.05 -2.59
H 3.46 -2.35 -2.30
H 1.89 -2.83 -2.96
C -4.38 0.32 -1.32
O -3.02 0.56 -0.84
P -2.11 -0.58 -0.27
O -2.86 -1.27 0.91
C -3.18 -2.68 1.12
O -1.97 -1.72 -1.34
C -1.48 -1.46 -2.68
H -4.80 -0.58 -0.88
H -4.35 0.24 -2.40
H -4.96 1.19 -1.03
H -4.25 -2.74 1.28
H -2.64 -3.00 2.01
H -2.89 -3.27 0.25
H -1.26 -2.43 -3.12
H -0.58 -0.85 -2.65
H -2.26 -0.96 -3.26
```

Results
<S²>: 6.059
E_LUMO (spin up / spin down): -4.7664 / -9.0267 eV
spin multiplicity: 5
net charge: +2
maximum force: 0.7 eV/Å


A structure of composition C35H57HfN2O2P2, computed with wB97M-V/def2-TZVPD.

XYZ file:
```
99
Properties=species:S:1:pos:R:3
C 1.76 1.47 -1.54
C 0.34 2.26 0.15
C 2.23 2.76 -1.78
C 0.70 3.57 -0.11
C 1.66 3.82 -1.09
H 2.99 2.88 -2.54
H 0.22 4.37 0.46
H 1.96 4.85 -1.31
N 0.95 1.23 -0.49
P 0.80 -1.02 -2.45
P -0.54 0.50 2.30
C 2.10 0.32 -2.48
H 2.20 0.70 -3.51
H 3.06 -0.14 -2.22
C -0.84 -2.74 -0.20
O -1.38 -3.79 -0.23
C -0.86 1.90 1.02
H -1.24 2.75 1.61
C -2.21 0.20 3.13
C 0.71 1.17 3.50
C -0.41 -0.36 -3.75
C 1.68 -2.58 -3.05
C -2.90 -0.99 2.42
H -2.30 -1.90 2.48
H -3.86 -1.17 2.92
H -3.11 -0.79 1.37
C -2.04 -0.18 4.61
H -1.45 -1.10 4.73
H -1.62 0.63 5.21
H -3.05 -0.39 5.00
C -3.14 1.42 3.02
H -4.01 1.21 3.66
H -2.69 2.36 3.38
H -3.51 1.56 2.00
C 1.11 -0.03 4.40
H 0.84 -1.00 3.95
H 2.19 -0.04 4.57
H 0.62 0.02 5.38
C 1.96 1.65 2.74
H 2.35 0.88 2.06
H 1.78 2.56 2.16
H 2.75 1.87 3.48
C 0.13 2.35 4.31
H -0.86 2.71 3.99
H 0.07 2.09 5.38
H 0.81 3.22 4.24
C 0.63 -3.71 -3.11
H 1.15 -4.67 -3.11
H -0.03 -3.70 -2.23
H 0.01 -3.66 -4.01
C 2.74 -3.01 -2.03
H 3.59 -2.31 -2.01
H 2.33 -3.12 -1.02
H 3.12 -4.00 -2.33
C 2.39 -2.40 -4.41
H 3.25 -3.08 -4.45
H 1.74 -2.68 -5.25
H 2.78 -1.38 -4.57
C -1.00 1.02 -3.36
H -1.13 1.62 -4.27
H -1.98 0.92 -2.88
H -0.36 1.60 -2.68
C -1.56 -1.38 -3.85
H -2.01 -1.60 -2.87
H -2.34 -0.95 -4.50
H -1.24 -2.32 -4.31
C 0.29 -0.21 -5.11
H 1.15 0.46 -5.06
H 0.60 -1.18 -5.53
H -0.44 0.22 -5.81
Hf 0.04 -0.82 0.01
N -1.77 0.08 -0.33
C -1.94 1.30 0.06
C -3.05 2.17 -0.39
C -4.19 1.54 -0.90
C -2.99 3.57 -0.30
C -5.32 2.30 -1.22
H -4.17 0.46 -1.03
C -4.11 4.33 -0.65
H -2.07 4.06 0.03
C -5.28 3.69 -1.09
H -6.22 1.80 -1.57
H -4.07 5.42 -0.57
H -6.16 4.29 -1.35
C 4.02 -1.27 2.21
C 3.24 -1.33 0.92
O 1.81 -1.59 1.15
C 1.60 -2.75 2.07
C 2.06 -4.03 1.43
H 3.56 -0.66 2.98
H 5.01 -0.86 1.99
H 4.20 -2.27 2.61
H 3.30 -0.40 0.34
H 3.62 -2.13 0.28
H 2.18 -2.52 2.97
H 0.54 -2.75 2.35
H 3.09 -3.97 1.07
H 2.03 -4.84 2.17
H 1.40 -4.33 0.61
```

Results
E_LUMO: -11.1013 eV
net charge: +3
maximum force: 11.6 eV/Å


The molecule C5H10O2, computed with wB97M-V/def2-TZVPD.

XYZ file:
```
17
Properties=species:S:1:pos:R:3
C 2.13 1.06 -0.41
O 0.79 0.81 -0.04
C 0.34 -0.42 -0.54
C -0.26 -1.56 2.10
O -1.19 -1.42 1.21
C -1.09 -0.70 -0.09
C -1.99 0.52 0.02
H 2.81 0.31 0.04
H 2.25 1.03 -1.50
H 2.40 2.05 -0.04
H 0.37 -0.43 -1.64
H 0.66 -1.05 1.71
H 0.99 -1.23 -0.19
H -1.52 -1.42 -0.79
H -2.11 1.02 -0.95
H -2.98 0.20 0.36
H -1.59 1.25 0.74
```

Results
E_LUMO: 0.8005 eV
maximum force: 0.5 eV/Å


A cluster of 4 separate species, C43H72F3N4O6 in total, computed with wB97M-V/def2-TZVPD.

XYZ file:
```
128
Properties=species:S:1:pos:R:3
C -5.07 -2.42 0.05
C -5.66 -3.77 -0.41
C -6.57 -3.60 -1.63
C -4.59 -4.89 -0.52
C -3.96 -5.28 -1.87
C -2.85 -6.28 -1.52
C -3.20 -7.56 -1.13
C -2.22 -8.45 -0.75
C -0.90 -8.01 -0.76
N -0.53 -6.80 -1.15
C -1.51 -5.97 -1.52
O -4.89 -5.96 -2.75
C -5.10 -5.27 -3.88
O -5.76 -5.64 -4.79
O -4.48 -4.06 -3.82
C -3.45 -4.20 -2.84
C -2.84 -2.90 -2.35
C -1.81 -2.33 -3.37
C -0.54 -1.89 -2.70
F -0.62 -1.46 -1.42
C 0.74 -1.89 -3.35
F 1.46 -2.98 -3.59
F 1.35 -0.77 -3.74
H -5.16 -1.64 -0.71
H -4.00 -2.52 0.27
H -5.52 -2.09 0.99
H -6.31 -4.09 0.41
H -6.15 -2.88 -2.33
H -6.82 -4.53 -2.12
H -7.51 -3.17 -1.29
H -5.05 -5.81 -0.15
H -3.76 -4.68 0.15
H -4.25 -7.85 -1.12
H -2.48 -9.45 -0.43
H -0.12 -8.69 -0.44
H -1.19 -4.97 -1.81
H -2.64 -4.71 -3.38
H -3.61 -2.15 -2.22
H -2.35 -3.10 -1.40
H -1.58 -3.04 -4.15
H -2.26 -1.45 -3.85
C 3.79 -3.30 -1.25
C 3.15 -4.05 -0.04
C 2.62 -3.08 1.03
C 3.68 -2.47 1.93
C 4.58 -3.55 2.52
C 5.21 -4.43 1.44
N 4.13 -5.00 0.56
O 3.54 -6.00 1.13
C 6.25 -3.60 0.67
C 5.98 -5.59 2.07
C 1.94 -4.79 -0.61
H 4.87 -3.36 -1.27
H 3.46 -3.75 -2.19
H 3.51 -2.25 -1.26
H 1.92 -3.63 1.66
H 2.05 -2.30 0.54
H 4.27 -1.72 1.39
H 3.18 -1.93 2.74
H 5.37 -3.11 3.12
H 3.99 -4.18 3.20
H 6.67 -4.18 -0.16
H 7.06 -3.34 1.34
H 5.86 -2.67 0.27
H 5.36 -6.18 2.73
H 6.81 -5.19 2.65
H 6.39 -6.24 1.30
H 2.23 -5.56 -1.33
H 1.32 -4.06 -1.13
H 1.34 -5.26 0.16
C 2.57 2.62 -0.05
C 1.81 2.04 1.18
C 0.70 2.99 1.67
C 1.18 4.19 2.47
C 2.10 3.75 3.61
C 3.28 2.92 3.10
N 2.77 1.75 2.30
O 2.31 0.83 3.09
C 4.23 3.82 2.30
C 4.10 2.38 4.27
C 1.15 0.76 0.69
H 3.56 2.98 0.18
H 2.71 1.84 -0.80
H 2.01 3.43 -0.51
H 0.01 2.41 2.30
H 0.12 3.32 0.81
H 1.67 4.92 1.82
H 0.31 4.70 2.89
H 2.49 4.62 4.14
H 1.53 3.17 4.34
H 5.05 3.25 1.87
H 4.66 4.56 2.98
H 3.74 4.38 1.51
H 3.49 1.81 4.97
H 4.53 3.22 4.82
H 4.91 1.74 3.92
H 1.89 0.01 0.40
H 0.55 1.00 -0.19
H 0.48 0.31 1.42
C -3.48 7.77 1.13
C -1.95 7.73 0.88
C -1.43 9.00 0.18
C -1.70 9.06 -1.32
C -1.22 7.78 -2.01
C -1.84 6.53 -1.38
N -1.58 6.52 0.09
O -0.37 6.14 0.34
C -3.34 6.49 -1.72
C -1.24 5.27 -2.00
C -1.30 7.67 2.26
H -4.05 7.13 0.48
H -3.71 7.43 2.14
H -3.87 8.79 1.03
H -0.35 9.05 0.33
H -1.86 9.87 0.68
H -2.76 9.24 -1.52
H -1.16 9.92 -1.75
H -1.47 7.80 -3.07
H -0.13 7.72 -1.94
H -3.83 5.64 -1.24
H -3.46 6.37 -2.80
H -3.88 7.40 -1.46
H -0.15 5.25 -1.91
H -1.49 5.23 -3.06
H -1.64 4.37 -1.52
H -1.54 6.74 2.77
H -1.68 8.50 2.86
H -0.22 7.76 2.22
```

Results
<S²>: 4.458
E_LUMO (spin up / spin down): -0.2927 / 0.1085 eV
spin multiplicity: 4
maximum force: 1.9 eV/Å


A structure of composition C4H4N2, computed with wB97M-V/def2-TZVPD.

XYZ file:
```
10
Properties=species:S:1:pos:R:3
C 0.20 -1.24 0.33
C -0.36 -1.45 -0.75
N -1.02 0.37 -1.74
N -0.88 1.37 -1.25
C 0.26 1.56 0.59
C 0.68 0.47 1.02
H 0.58 -1.82 1.15
H -0.79 -1.99 -1.57
H 0.12 2.62 0.51
H 1.32 0.13 1.80
```

Results
E_LUMO: 0.4092 eV
maximum force: 1.6 eV/Å


The molecule C4H6ClP, computed with wB97M-V/def2-TZVPD.

XYZ file:
```
12
Properties=species:S:1:pos:R:3
C -1.95 0.43 -0.02
C -0.83 0.15 -0.67
C 0.49 0.23 -0.05
C 1.45 1.11 -0.22
P 1.07 -1.19 1.20
Cl 1.67 -2.48 -0.23
H -2.91 0.35 -0.50
H -1.94 0.78 1.00
H -0.85 -0.20 -1.69
H 1.37 1.94 -0.91
H 2.38 1.04 0.33
H 0.04 -2.17 1.76
```

Results
E_LUMO: 0.5496 eV
maximum force: 2.5 eV/Å
SMILES string: C=CC(=C)PCl


The ion CBrF2O3S with charge -1, computed with wB97M-V/def2-TZVPD.

XYZ file:
```
8
Properties=species:S:1:pos:R:3
C 1.04 -0.64 0.01
O -1.30 1.02 1.21
O -2.62 0.68 -0.82
O -0.43 -0.67 -0.61
F 1.04 -1.04 1.27
F 1.81 -1.47 -0.69
S -1.31 0.97 -0.25
Br 1.76 1.14 -0.12
```

Results
E_LUMO: 3.2005 eV
net charge: -1
maximum force: 5.8 eV/Å


The molecule C23H24N4O2S, computed with wB97M-V/def2-TZVPD.

XYZ file:
```
54
Properties=species:S:1:pos:R:3
C 3.81 0.36 -6.39
C 3.06 0.46 -5.10
C 1.75 0.92 -5.07
C 1.05 0.99 -3.88
C 1.65 0.58 -2.69
C 0.91 0.68 -1.43
N 0.00 1.63 -1.33
N -0.58 1.93 -0.21
C -0.11 1.33 0.88
S -0.52 1.96 2.45
C -1.97 2.99 2.03
C -3.25 2.17 2.06
O -3.91 2.01 1.05
N -3.61 1.63 3.24
C -3.00 1.82 4.53
C -4.04 2.47 5.47
O -5.20 1.70 5.56
C -5.80 1.52 4.29
C -4.83 0.84 3.32
N 0.63 0.23 0.85
C 1.07 -0.20 -0.32
C 1.60 -1.55 -0.38
C 2.22 -2.10 0.74
C 2.73 -3.38 0.70
C 2.62 -4.15 -0.45
C 3.16 -5.55 -0.48
C 1.98 -3.61 -1.56
C 1.48 -2.33 -1.53
C 2.97 0.13 -2.71
C 3.66 0.07 -3.90
H 4.87 0.55 -6.24
H 3.42 1.07 -7.12
H 3.70 -0.64 -6.81
H 1.27 1.23 -5.99
H 0.03 1.35 -3.85
H -1.82 3.35 1.01
H -1.99 3.82 2.73
H -2.11 2.45 4.47
H -2.72 0.85 4.94
H -3.64 2.55 6.48
H -4.28 3.48 5.10
H -6.68 0.90 4.46
H -6.11 2.49 3.88
H -5.26 0.77 2.32
H -4.58 -0.16 3.69
H 2.30 -1.49 1.63
H 3.22 -3.78 1.58
H 3.91 -5.70 0.28
H 3.59 -5.78 -1.46
H 2.35 -6.26 -0.30
H 1.88 -4.21 -2.45
H 0.97 -1.94 -2.40
H 3.45 -0.15 -1.79
H 4.68 -0.27 -3.91
```

Results
E_LUMO: -0.1173 eV
maximum force: 1.3 eV/Å
SMILES string: Cc1ccc(-c2nnc(SCC(=O)N3CCOCC3)nc2-c2ccc(C)cc2)cc1


A cluster of 5 separate species, C18H35Cl8N3 in total, computed with wB97M-V/def2-TZVPD.

XYZ file:
```
64
Properties=species:S:1:pos:R:3
Cl 2.56 0.77 0.57
C 0.83 0.47 0.34
Cl -0.01 2.02 0.22
Cl 0.62 -0.48 -1.15
Cl 0.20 -0.46 1.70
Cl 0.10 6.01 0.08
C -1.66 5.96 -0.10
Cl -2.38 7.14 1.01
Cl -2.13 6.31 -1.74
Cl -2.22 4.32 0.33
C 3.59 0.85 5.32
C 2.73 0.27 4.36
C 3.08 -1.06 4.26
N 4.12 -1.28 5.12
C 4.44 -0.12 5.78
H 3.59 1.88 5.64
H 1.91 0.71 3.83
H 2.65 -1.88 3.72
H 4.50 -2.18 5.34
H 5.22 -0.07 6.52
C -1.89 -2.87 -0.31
C -2.72 -4.13 -0.04
N -2.51 -4.67 1.29
C -2.84 -6.08 1.36
C -4.30 -6.44 1.02
C -3.10 -3.81 2.31
C -3.18 -4.43 3.70
H -0.84 -3.10 -0.16
H -2.11 -2.04 0.37
H -2.10 -2.54 -1.33
H -3.78 -3.87 -0.22
H -2.42 -4.87 -0.78
H -2.17 -6.61 0.68
H -2.67 -6.44 2.38
H -4.51 -6.33 -0.05
H -4.52 -7.47 1.31
H -5.01 -5.77 1.51
H -4.09 -3.44 2.01
H -2.46 -2.92 2.39
H -3.53 -3.67 4.39
H -2.18 -4.77 3.98
H -3.90 -5.24 3.75
C -0.78 3.69 -4.44
C 0.26 3.64 -3.33
N 1.63 3.40 -3.82
C 1.71 1.97 -4.19
C 3.06 1.58 -4.77
C 2.55 3.66 -2.70
C 2.81 5.15 -2.53
H -0.58 4.53 -5.11
H -1.80 3.84 -4.06
H -0.87 2.81 -5.08
H 0.22 4.64 -2.89
H 0.01 2.93 -2.54
H 1.43 1.36 -3.32
H 0.97 1.81 -4.97
H 3.46 2.37 -5.41
H 3.79 1.29 -4.01
H 2.97 0.67 -5.36
H 3.49 3.15 -2.92
H 2.16 3.21 -1.78
H 3.51 5.38 -1.74
H 1.88 5.66 -2.29
H 3.20 5.55 -3.47
```

Results
E_LUMO: 0.2367 eV
maximum force: 0.8 eV/Å
SMILES string: ClC(Cl)(Cl)Cl.ClC(Cl)(Cl)Cl.c1cc[nH]c1.CCN(CC)CC.CCN(CC)CC


The molecule C4HIN2, computed with wB97M-V/def2-TZVPD.

XYZ file:
```
8
Properties=species:S:1:pos:R:3
C 0.38 -0.21 -0.15
C 1.71 -0.30 0.04
C -0.84 -0.16 0.05
C 2.91 -0.09 0.05
N -2.99 0.60 0.25
N -2.16 -0.25 -0.15
I 4.97 0.00 0.00
H -3.97 0.41 -0.09
```

Results
<S²>: 2.071
E_LUMO (spin up / spin down): -0.0096 / -2.3323 eV
spin multiplicity: 3
maximum force: 3.7 eV/Å


A cluster of 2 separate species, C10H11Cl in total, computed with wB97M-V/def2-TZVPD.

XYZ file:
```
22
Properties=species:S:1:pos:R:3
C 1.59 -2.70 0.01
C 2.43 -1.63 0.24
C 0.23 -2.49 -0.17
C 1.92 -0.34 0.27
C -0.28 -1.20 -0.14
C 0.56 -0.11 0.06
C -1.20 1.59 0.43
C -4.07 0.65 0.70
C 0.02 1.27 0.02
C 0.95 2.30 -0.55
Cl -4.27 -0.67 -0.28
H 1.99 -3.70 -0.03
H 3.48 -1.79 0.38
H -0.43 -3.33 -0.32
H 2.58 0.48 0.47
H -1.33 -1.04 -0.31
H -1.91 0.89 0.86
H -1.56 2.60 0.37
H -4.25 1.55 0.08
H 1.73 2.57 0.17
H 0.40 3.20 -0.81
H 1.43 1.91 -1.45
```

Results
E_LUMO: -0.8534 eV
maximum force: 1.0 eV/Å